This record from OMol25 describes a single C11H14ClNO2 molecule in a non-equilibrium geometry. The level of theory is ωB97M-V with the def2-TZVPD basis set.

```
29
Properties=species:S:1:pos:R:3:lowdin_charge:R:1
O 1.02436 -2.99217 -0.44818 0.08
C 1.18683 -1.90169 -0.01011 -0.23
C 1.55953 -0.59517 -0.81732 -0.25
C 3.00126 -0.47902 -0.49169 -0.08
C 3.37894 0.29013 0.51201 -0.11
C 2.49279 0.90150 1.41553 -0.09
C 1.19229 0.94599 1.11857 -0.09
C 0.70545 0.53256 -0.22527 -0.68
Cl 1.09840 2.06609 -1.23840 0.65
N -0.70418 0.31368 -0.20231 -0.14
C -1.30365 -0.75346 -1.00156 -0.15
C -2.57873 -1.05397 -0.28059 -0.22
O -3.45417 0.00562 0.05898 -0.15
C -2.79230 1.03219 0.73275 -0.17
C -1.57726 1.48480 -0.21164 -0.16
H 1.02841 -1.73242 1.02275 0.13
H 1.41823 -0.70261 -1.95623 0.18
H 3.59584 -1.23650 -1.08102 0.15
H 4.44973 0.42136 0.71770 0.12
H 2.81041 1.24569 2.35137 0.10
H 0.46220 1.27080 1.82406 0.11
H -0.83812 -1.69778 -0.99303 0.09
H -1.71467 -0.59193 -2.01188 0.14
H -3.31887 -1.66271 -0.82215 0.13
H -2.41591 -1.63766 0.69788 0.15
H -2.32160 0.50959 1.63388 0.14
H -3.41055 1.95821 0.90825 0.13
H -1.89284 1.63824 -1.24475 0.12
H -1.08179 2.42064 0.04239 0.09
```

HOMO-LUMO gap (eV): 8.83
Total charge: 0
Calculated total energy (Eh): -1092.861698
Structure (SMILES): O=C[C@@H]1C=CC=C[C@]1(Cl)N1CCOCC1
ΔE to the lowest compared entry with this formula, charge and spin (kJ/mol): 200.2
Highest occupied orbital energy (eV): -8.761